# 1
ORCA calculation (ωB97M-V/def2-TZVPD) on C26H42BeBrNOP2 as an isolated structure in a non-equilibrium geometry.

total energy	-120182.0874	eV
E_LUMO	-7.9	eV
charge	+2

Positions of all 74 atoms, in Å:
1 C -0.1763 -0.1454 5.0717
2 C -0.5994 -0.7910 3.8891
3 C -1.8573 -1.4266 3.8845
4 C -2.6590 -1.3389 5.0247
5 N -2.2535 -0.6963 6.1166
6 C -1.0446 -0.1348 6.1675
7 C 0.2521 -0.9193 2.7525
8 C 1.0831 -1.2234 1.8976
9 C 2.1182 -1.7502 1.1016
10 C 2.9039 -0.9849 0.1294
11 C 3.0919 -1.6353 -1.1273
12 C 2.8496 -3.0062 -1.1580
13 C 2.7053 -3.7969 -0.0221
14 C 2.2996 -3.1345 1.1442
15 Be 2.6314 -0.0170 -1.6488
16 P -0.0273 1.4195 0.5076
17 H -2.1520 -2.0528 3.0457
18 H 0.8460 0.2193 5.1660
19 H -3.6386 -1.8207 5.0333
20 H -0.7359 0.3276 7.1090
21 H 2.0535 -3.6931 2.0594
22 H 3.7015 -0.3382 0.5240
23 H 2.8567 -4.8694 -0.0265
24 H 3.3745 -1.2416 -2.1550
25 C -0.2583 2.9241 -0.5496
26 C -1.5428 3.7237 -0.3486
27 H -0.2026 2.5743 -1.5951
28 H 0.6149 3.5771 -0.3932
29 H -1.5746 4.5360 -1.0882
30 H -2.4418 3.1117 -0.4960
31 H -1.5827 4.1936 0.6434
32 C -1.7453 0.8456 0.9186
33 C -2.4461 1.4650 2.1331
34 H -1.6349 -0.2388 1.0804
35 H -2.3782 0.9519 0.0215
36 H -3.3750 0.9035 2.3295
37 H -1.8222 1.3726 3.0354
38 H -2.7258 2.5185 1.9635
39 C 0.6638 2.1356 2.0674
40 C 0.1688 3.4955 2.5495
41 H 1.7561 2.1644 1.9280
42 H 0.5206 1.3722 2.8432
43 H 0.7382 3.7733 3.4480
44 H 0.3340 4.2850 1.8085
45 H -0.8931 3.4660 2.8237
46 Br 2.6237 -3.7022 -2.9831
47 P -0.2447 -0.5282 -2.3496
48 C -1.9315 0.1760 -2.6006
49 C -2.5353 0.0666 -3.9992
50 H -1.8363 1.2415 -2.3220
51 H -2.6067 -0.2937 -1.8652
52 H -3.4818 0.6216 -4.0321
53 H -1.8956 0.5008 -4.7744
54 H -2.7667 -0.9706 -4.2697
55 C 0.5356 -0.5824 -4.0277
56 C 0.2494 -1.7646 -4.9406
57 H 1.6230 -0.5347 -3.8395
58 H 0.2859 0.3510 -4.5514
59 H 0.7891 -1.6340 -5.8837
60 H 0.6052 -2.7103 -4.5229
61 H -0.8079 -1.8525 -5.1925
62 C -0.5039 -2.2937 -1.8860
63 C -1.6971 -3.0108 -2.4869
64 H -0.5496 -2.2803 -0.7839
65 H 0.4221 -2.8396 -2.1277
66 H -1.7516 -4.0306 -2.0914
67 H -2.6399 -2.5213 -2.2384
68 H -1.6184 -3.1025 -3.5744
69 C 3.9951 1.9701 -0.0564
70 O 3.0092 1.3743 -1.1606
71 H 4.9119 1.4085 -0.2006
72 H 3.5443 1.7336 0.9175
73 H 4.0754 3.0376 -0.2929
74 H 2.4007 2.0699 -1.4740

---

# 2
ORCA calculation (ωB97M-V/def2-TZVPD) on C26H42BrIrN6O2PSSi as an isolated structure in a non-equilibrium geometry.

total energy	-141547.6297	eV
E_LUMO (alpha / beta)	-7.8 / -7.9	eV
energy above the lowest of the compared OMol25 structures with the same formula, charge and spin	82.3	kcal per mole
2S+1	2
charge	+2

Positions of all 81 atoms, in Å:
1 Ir -0.5520 0.7331 0.8815
2 N -4.7771 2.3153 0.8471
3 C -3.6577 1.6005 0.7207
4 O -2.6396 2.0574 0.1972
5 C -3.6899 0.2001 1.2807
6 C -2.4292 -0.5450 0.9209
7 H -4.8358 3.2573 0.4921
8 H -5.5756 1.9380 1.3287
9 H -4.5726 -0.3203 0.8907
10 H -3.8009 0.2826 2.3636
11 H -2.3971 -0.7793 -0.1439
12 H -2.2970 -1.4440 1.5124
13 Br 1.8070 0.7465 1.8209
14 C 2.1926 5.4056 -0.1563
15 N 1.3836 5.3618 1.1342
16 C 0.1325 6.2112 0.9368
17 N -0.5907 5.7821 -0.1989
18 C 0.2329 5.8333 -1.3966
19 N 1.4033 4.9856 -1.2489
20 C 1.0869 3.5719 -1.2471
21 P -0.0267 3.1026 0.1787
22 C 1.0352 3.9670 1.4771
23 C -1.2399 4.4982 -0.0253
24 H 3.0741 4.7674 -0.0375
25 H 2.5098 6.4408 -0.3129
26 H 1.9412 5.7593 1.8940
27 H 0.4499 7.2513 0.8053
28 H -0.4845 6.1225 1.8372
29 H 0.5539 6.8652 -1.5680
30 H -0.3522 5.5045 -2.2553
31 H 2.0147 2.9968 -1.1833
32 H 0.6001 3.3178 -2.1917
33 H 1.9566 3.3917 1.6027
34 H 0.5002 3.9400 2.4317
35 H -1.8968 4.5183 0.8485
36 H -1.8605 4.2860 -0.8968
37 N -1.4525 0.8594 5.8098
38 C -1.0371 0.6997 4.5546
39 N -0.2876 -0.3472 4.2382
40 S -1.4806 1.8329 3.3771
41 H -1.2260 0.1861 6.5239
42 H -2.0643 1.6180 6.0602
43 H 0.0530 -0.9866 4.9395
44 H 0.0826 -0.4194 3.2966
45 C 3.2614 -2.2093 -0.1132
46 C 2.3995 -3.4354 -0.1612
47 C 2.8951 -4.4524 -1.1480
48 C 2.0934 -4.0198 1.1894
49 Si 0.5259 -2.6394 -0.7987
50 O 0.1629 -1.4679 0.1447
51 C -0.5267 -4.2257 -0.6822
52 C -0.3327 -5.3065 -1.5310
53 C -1.1752 -6.4038 -1.4810
54 C -2.2218 -6.4323 -0.5756
55 C -2.4152 -5.3654 0.2846
56 C -1.5652 -4.2731 0.2384
57 C 0.8598 -2.0651 -2.5844
58 C 1.4952 -0.8428 -2.7744
59 C 1.6840 -0.3337 -4.0465
60 C 1.2411 -1.0464 -5.1476
61 C 0.5931 -2.2549 -4.9687
62 C 0.3948 -2.7588 -3.6939
63 H 4.2096 -2.4577 0.3675
64 H 2.8061 -1.4206 0.4745
65 H 3.4799 -1.8410 -1.1120
66 H 3.9365 -4.6846 -0.9086
67 H 2.8794 -4.0844 -2.1722
68 H 2.3361 -5.3810 -1.0834
69 H 3.0149 -4.4274 1.6091
70 H 1.3724 -4.8320 1.1278
71 H 1.7244 -3.2629 1.8756
72 H 0.4798 -5.3127 -2.2389
73 H -1.0159 -7.2284 -2.1581
74 H -2.8806 -7.2866 -0.5389
75 H -3.2382 -5.3718 0.9842
76 H -1.7180 -3.4511 0.9181
77 H 1.8295 -0.2719 -1.9204
78 H 2.1661 0.6235 -4.1773
79 H 1.3888 -0.6559 -6.1422
80 H 0.2219 -2.8075 -5.8173
81 H -0.1501 -3.6817 -3.5760

---

# 3
ORCA calculation (ωB97M-V/def2-TZVPD) on a 4-piece molecular cluster, C26H42Cl2O9P2 overall in a non-equilibrium geometry.

SMILES	CCCCCC1=C(PP(=O)(O)O)C(=O)C(/C(Cl)=C(\C)Cl)=C(O)C1=O.C1CCOC1.C1CCOC1.C1CCOC1
total energy	-89688.3896	eV
E_LUMO	-1.8	eV

Positions of all 81 atoms, in Å:
1 C 0.2482 -2.5025 -6.1055
2 C 0.4599 -1.0439 -5.4330
3 C -0.8009 -0.5811 -4.5571
4 C -1.1984 -1.5956 -3.3862
5 C -0.8871 -1.0736 -1.9042
6 C 0.4592 -0.2085 -1.8460
7 C 1.7230 -0.7713 -2.1392
8 P 1.9545 -2.6107 -2.5722
9 P 3.6191 -3.2743 -1.3349
10 O 3.9529 -2.3262 -0.1646
11 O 3.3665 -4.8173 -0.6403
12 O 4.9710 -3.4884 -2.3847
13 C 2.9583 0.2459 -2.0814
14 O 4.1324 -0.1359 -2.1514
15 C 2.7074 1.8220 -1.9766
16 C 3.9043 2.8517 -2.2152
17 Cl 5.2134 2.8235 -0.9485
18 C 3.9406 3.7284 -3.3161
19 C 2.8051 3.7748 -4.4334
20 Cl 5.3461 4.8894 -3.4309
21 C 1.4408 2.3673 -1.6541
22 O 1.2347 3.7652 -1.5305
23 C 0.2550 1.3259 -1.4430
24 O -0.7994 1.7568 -0.9484
25 H 0.7883 -2.4479 -7.1189
26 H -0.8489 -2.7083 -6.3182
27 H 0.7480 -3.3405 -5.5242
28 H 0.6092 -0.3220 -6.3149
29 H 1.4408 -1.0407 -4.8627
30 H -1.6864 -0.5546 -5.2905
31 H -0.6394 0.4932 -4.2274
32 H -0.7209 -2.6182 -3.5099
33 H -2.3339 -1.7405 -3.4557
34 H -1.7924 -0.4523 -1.5696
35 H -0.8466 -1.9448 -1.1568
36 H 2.3398 -2.7453 -3.9472
37 H 4.0845 -4.8865 0.0384
38 H 4.5423 -3.7120 -3.2446
39 H 1.7611 3.7802 -3.9901
40 H 2.9484 4.7439 -5.0049
41 H 2.8803 2.9279 -5.1873
42 H 1.5673 4.0820 -0.6665
43 C 3.6888 -3.2775 4.5917
44 C 2.8012 -2.7542 3.4815
45 C 3.2861 -3.5535 2.2880
46 O 3.7401 -4.8199 2.7952
47 C 3.8246 -4.7427 4.2235
48 H 3.2778 -3.1267 5.5913
49 H 4.6672 -2.7882 4.5461
50 H 1.7554 -2.9986 3.6961
51 H 2.8751 -1.6762 3.3299
52 H 4.1306 -3.0672 1.7995
53 H 2.5013 -3.7133 1.5473
54 H 3.0017 -5.3339 4.6406
55 H 4.7694 -5.1755 4.5599
56 C -1.7440 0.9751 4.0783
57 C -2.4613 1.5825 2.8915
58 C -1.8402 0.8326 1.7297
59 O -1.4874 -0.4697 2.2187
60 C -1.5944 -0.4719 3.6482
61 H -2.2822 1.0855 5.0214
62 H -0.7571 1.4358 4.1913
63 H -3.5314 1.3593 2.9511
64 H -2.3423 2.6644 2.8125
65 H -0.9238 1.3208 1.3861
66 H -2.5207 0.7346 0.8817
67 H -2.4792 -1.0593 3.9174
68 H -0.7136 -0.9505 4.0821
69 C -6.4228 3.7856 4.3263
70 C -7.1392 4.3905 3.1397
71 C -6.5174 3.6386 1.9795
72 O -6.1640 2.3367 2.4678
73 C -6.2721 2.3386 3.8991
74 H -6.9615 3.8974 5.2685
75 H -5.4361 4.2466 4.4391
76 H -8.2092 4.1670 3.1991
77 H -7.0208 5.4721 3.0589
78 H -5.6000 4.1276 1.6347
79 H -7.1987 3.5391 1.1316
80 H -7.1566 1.7511 4.1682
81 H -5.3912 1.8623 4.3354

---

# 4
ORCA calculation (ωB97M-V/def2-TZVPD) on C26H42Cl3FeN4O4Si as an isolated structure in a non-equilibrium geometry.

total energy	-121626.7279	eV
E_LUMO (alpha / beta)	0.1 / -3.3	eV
energy above the lowest of the compared OMol25 structures with the same formula, charge and spin	103.8	kcal per mole
2S+1	6

Positions of all 81 atoms, in Å:
1 C -4.4149 5.7160 0.7577
2 C -4.4385 6.5844 -0.4656
3 H -3.8906 6.2473 1.5669
4 H -3.8630 4.7774 0.5855
5 H -5.4386 5.4939 1.1220
6 C -4.7350 7.8909 -0.4038
7 C -4.8330 8.6745 0.8462
8 H -5.0301 8.4443 -1.2961
9 H -3.9822 8.4565 1.4976
10 H -5.7498 8.4560 1.4074
11 H -4.8149 9.7438 0.6203
12 Fe -3.3538 3.3138 -1.4824
13 Cl -4.6564 2.6056 -3.0377
14 Cl -2.4620 2.1100 0.2561
15 C -0.2426 -0.5531 -4.1299
16 O 0.8323 -0.9888 -3.7025
17 N -0.3702 0.4791 -4.9967
18 C 0.7869 1.1728 -5.5232
19 C -1.6817 0.9166 -5.4513
20 H -1.2255 -0.9693 -3.8373
21 H 1.6790 0.8612 -4.9706
22 H 0.6258 2.2543 -5.4153
23 H 0.9017 0.9745 -6.6002
24 H -2.4308 0.3014 -4.9513
25 H -1.7911 0.8106 -6.5399
26 H -1.8776 1.9593 -5.1695
27 H -0.3163 2.8542 3.0305
28 H 0.9223 4.6277 1.4132
29 C 0.6469 3.0676 3.5178
30 C 1.9038 4.2579 1.7493
31 N 1.7333 3.0650 2.5512
32 H 0.8334 2.2688 4.2390
33 C 2.5780 2.0036 2.4302
34 O 3.4869 1.8934 1.6168
35 H 2.5717 4.0361 0.9126
36 H 2.3544 1.2232 3.1928
37 H 0.5980 4.0330 4.0386
38 H 2.3671 5.0457 2.3612
39 O -3.1203 5.0935 -1.8677
40 C -4.2720 5.9433 -1.8249
41 C -3.5376 8.0439 -3.1458
42 C -4.3248 6.8952 -3.0031
43 H -2.8915 8.3372 -2.3176
44 C -3.5608 8.7713 -4.3494
45 H -5.1095 5.2421 -1.9476
46 C -5.1045 6.4321 -4.0589
47 H -2.9713 9.6827 -4.4379
48 C -4.3878 8.3261 -5.3894
49 C -5.1715 7.1712 -5.2342
50 H -5.6092 5.4712 -3.9447
51 H -4.4382 8.9094 -6.3091
52 H -5.8631 6.8574 -6.0183
53 Si -1.1860 5.8752 -2.5436
54 Cl -0.9552 7.2814 -0.9930
55 C -0.2020 7.3217 -3.5640
56 C -1.7869 5.3863 -4.3203
57 C -0.6898 4.1880 -1.8377
58 H -0.1184 7.1378 -4.6506
59 H 0.8080 7.3276 -3.1325
60 H -0.5841 8.3544 -3.4272
61 H -0.8729 4.2613 -0.7632
62 H 0.3765 3.9899 -2.0554
63 H -1.3004 3.3594 -2.2605
64 H -2.3926 6.1679 -4.8145
65 H -2.3717 4.4633 -4.2973
66 H -0.9232 5.1777 -4.9685
67 N 4.4829 -3.8054 0.9314
68 C 3.8058 -3.4572 -0.2129
69 O 4.1782 -3.7732 -1.3348
70 C 2.5826 -2.6069 0.0128
71 C 2.3184 -1.9142 1.2165
72 C 1.1368 -1.1436 1.3022
73 N 0.2932 -1.0231 0.2704
74 C 0.5121 -1.7205 -0.8480
75 C 1.6475 -2.5238 -1.0268
76 H 5.2578 -4.4388 0.8204
77 H 4.0204 -3.7918 1.8273
78 H 3.0132 -1.9167 2.0609
79 H 0.9120 -0.5970 2.2294
80 H -0.2453 -1.6517 -1.6340
81 H 1.7964 -2.9951 -2.0033